1.
Computed, not measured: C35H39Cl2IrN6O5SSi as an isolated structure, with the ωB97M-V functional and the def2-TZVPD basis.

Calculated values
- Kohn-Sham gap (eV) = 6.3
- relative energy (zero: lowest compared OMol25 entry of this formula, charge and spin) (kcal/mol) = 4.75
- LUMO energy (eV) = -0.80

Cartesian coordinates (Å):
Ir: 1.01261 -0.63807 0.09499
N: 1.14944 1.06829 -1.17185
C: 2.30263 2.02242 -1.34888
C: 3.42791 1.88900 -0.34216
C: 3.15755 2.40457 1.06877
C: 2.02045 1.71519 1.80839
N: 2.12633 0.23939 1.66854
H: 0.87618 0.79757 -2.11349
H: 0.36840 1.60392 -0.79497
H: 1.89947 3.03770 -1.32379
H: 2.70657 1.84769 -2.34492
H: 4.27493 2.44642 -0.74963
H: 3.75198 0.85001 -0.31637
H: 2.96095 3.47919 1.05282
H: 4.07415 2.27085 1.65219
H: 1.03730 2.01220 1.44474
H: 2.05913 1.98913 2.86472
H: 1.71908 -0.20404 2.49318
H: 3.10563 -0.03684 1.68117
O: -5.97801 -0.25661 -4.84272
S: -6.79076 -1.45760 -4.84968
O: -7.21163 -1.90894 -6.15652
O: -7.79427 -1.52527 -3.80310
C: -5.63166 -2.75404 -4.29654
N: -5.93062 -4.03342 -4.55045
C: -5.06912 -4.94046 -4.12115
C: -3.90432 -4.61543 -3.43380
C: -3.70408 -3.26761 -3.20322
N: -4.55918 -2.34724 -3.63205
C: -2.53219 -2.70703 -2.48441
C: -2.31401 -1.33200 -2.54512
C: -1.25517 -0.78606 -1.86405
N: -0.38231 -1.51640 -1.14625
C: -0.60996 -2.83738 -1.06140
C: -1.65520 -3.45875 -1.71195
H: -5.31273 -5.97581 -4.33687
H: -3.20812 -5.38069 -3.11947
H: -3.00633 -0.71385 -3.10260
H: -1.11781 0.28574 -1.87592
H: 0.06722 -3.39194 -0.43045
H: -1.78483 -4.52468 -1.58801
Cl: -1.32851 3.44881 0.79338
C: -2.12379 3.97697 2.25938
C: -2.66442 5.24917 2.28285
C: -3.28984 5.69418 3.43443
C: -3.39055 4.85844 4.53506
C: -2.87283 3.57672 4.47977
Cl: -3.09354 2.53054 5.84064
C: -2.20539 3.09996 3.34572
N: -1.70410 1.80199 3.27124
C: -0.73309 1.29915 4.14691
C: 0.02373 2.14416 4.95832
C: 0.98746 1.63202 5.81041
C: 1.22472 0.26547 5.86042
C: 0.47356 -0.57847 5.05626
C: -0.51318 -0.08510 4.20944
C: -1.29613 -1.03842 3.32692
C: -0.62313 -0.95959 1.99266
O: 0.26748 -1.82230 1.65453
O: -0.78040 0.06212 1.27155
H: -2.58687 5.87837 1.40774
H: -3.71135 6.68888 3.46989
H: -3.89548 5.18202 5.43416
H: -1.69783 1.38056 2.35054
H: -0.15102 3.21220 4.91702
H: 1.55728 2.30735 6.43544
H: 1.97366 -0.14044 6.52667
H: 0.63813 -1.64927 5.09414
H: -2.33436 -0.71938 3.22721
H: -1.24837 -2.05099 3.72002
C: 4.34562 -1.75370 0.25827
Si: 2.83774 -1.70902 -0.88379
C: 2.59628 -3.49947 -1.41249
C: 3.28833 -0.80720 -2.48572
C: 4.52841 -0.23762 -2.76896
C: 4.76415 0.41353 -3.97552
C: 3.76245 0.49653 -4.93126
C: 2.52621 -0.08879 -4.68482
C: 2.30023 -0.73318 -3.47742
H: 5.09704 -2.43828 -0.14287
H: 4.05639 -2.14085 1.24014
H: 4.84159 -0.79070 0.40818
H: 3.46582 -3.78781 -2.00930
H: 1.71647 -3.65196 -2.03724
H: 2.53686 -4.17820 -0.55802
H: 5.32651 -0.28636 -2.03507
H: 5.73424 0.85296 -4.17184
H: 3.94708 1.00135 -5.87048
H: 1.74627 -0.04888 -5.43513
H: 1.33487 -1.20657 -3.30707

Forces on atoms 1 to 6 (eV/Å):
Ir 0.076 0.623 -0.256
N 0.166 -0.031 0.094
C 0.053 -0.023 0.042
C -0.034 0.076 -0.002
C -0.005 -0.056 0.000
C 0.102 0.055 0.033

***

2.
Computed, not measured: C35H39ClN5O6TcTe as an isolated structure at a distorted geometry, with the ωB97M-V functional and the def2-TZVPD basis.

Calculated values
- spin multiplicity = 3
- Kohn-Sham gap (alpha / beta) (eV) = 7.3 / 5.6
- expectation value of S² = 2.029
- relative energy (zero: lowest compared OMol25 entry of this formula, charge and spin) (kcal/mol) = 41.67
- total charge = +2
- LUMO energy (alpha / beta) (eV) = -6.30 / -8.22

Cartesian coordinates (Å):
Tc: 2.31928 -1.35722 -1.45900
O: 2.26931 -3.46216 -2.05263
C: 2.52128 -3.85286 -3.42629
C: 1.25649 -3.82659 -4.26590
C: 0.50012 -2.50041 -4.11416
C: 1.34345 -1.31415 -4.48239
C: 1.39684 -0.90740 -5.80921
C: 2.11493 0.21977 -6.16693
C: 2.74779 0.93913 -5.16548
C: 2.69272 0.45820 -3.87503
N: 2.02995 -0.65727 -3.52548
H: 1.61764 -4.06794 -1.67549
H: 2.96102 -4.85147 -3.43390
H: 3.26887 -3.15092 -3.79473
H: 0.59392 -4.63941 -3.95934
H: 1.52863 -3.99624 -5.30844
H: 0.15131 -2.39530 -3.08980
H: -0.37413 -2.52491 -4.76337
H: 0.86729 -1.47971 -6.55838
H: 2.16900 0.53502 -7.19966
H: 3.28240 1.85360 -5.37510
H: 3.18987 1.00209 -3.08724
O: 5.06624 -0.30171 0.30095
Cl: 4.58803 0.07840 -0.96180
O: 5.34577 1.05830 -1.60050
O: 3.17890 0.54568 -0.82464
O: 4.42426 -1.10892 -1.81722
N: 2.46954 -1.62910 3.99294
C: 2.96074 -2.03128 2.80305
C: 2.42813 -1.59241 1.57553
N: 2.87832 -2.07350 0.42528
C: 3.85966 -2.98682 0.45256
C: 4.40058 -3.38281 1.66639
N: 3.95301 -2.92422 2.81771
H: 1.88415 -0.81777 4.07009
H: 2.96227 -1.94328 4.81363
H: 1.64493 -0.84888 1.52865
H: 4.22665 -3.37269 -0.48504
H: 5.21385 -4.09607 1.70456
C: -2.90830 4.99101 5.87041
C: -2.40940 4.02937 4.84450
C: -2.09309 4.43967 3.55140
C: -1.61968 3.55150 2.60395
C: -1.32893 4.03156 1.20901
C: -1.46474 2.19655 2.95994
Te: -0.78581 0.88416 1.45501
N: 0.59925 -1.08271 -1.14495
C: -0.67511 -0.66774 -1.23469
O: -1.65222 -1.26474 -0.80810
C: -0.83919 0.62401 -2.00795
C: 0.13321 1.62184 -2.03685
C: -0.08081 2.75830 -2.80083
C: -1.25714 2.90342 -3.52467
C: -2.23758 1.92232 -3.46745
C: -2.03074 0.77886 -2.71204
C: -2.19284 -0.64261 1.85999
C: -1.74238 -1.89586 2.25403
C: -2.64960 -2.92149 2.43819
C: -3.99940 -2.68824 2.21661
C: -4.43152 -1.43918 1.79870
C: -3.54097 -0.38975 1.60353
C: -4.02313 0.94082 1.09487
C: -1.75098 1.75843 4.26878
C: -1.53108 0.34402 4.73160
C: -2.21524 2.68721 5.18086
H: -3.19763 5.94094 5.42821
H: -2.12448 5.18417 6.60638
H: -3.75354 4.57263 6.41625
H: -2.23420 5.47800 3.27947
H: -1.25984 5.11629 1.17971
H: -2.12300 3.72663 0.52251
H: -0.38762 3.61788 0.83455
H: 1.04399 1.50619 -1.46411
H: 0.66924 3.53781 -2.82989
H: -1.41499 3.79140 -4.12156
H: -3.16585 2.04309 -4.00908
H: -2.77700 -0.00206 -2.65390
H: -0.68339 -2.07272 2.40754
H: -2.30564 -3.90042 2.74140
H: -4.71662 -3.48544 2.35362
H: -5.48052 -1.27662 1.58733
H: -5.02619 0.85096 0.68393
H: -3.36338 1.30931 0.30248
H: -4.04811 1.68440 1.89463
H: -0.71214 -0.13078 4.19006
H: -2.42824 -0.25795 4.58231
H: -1.29857 0.33279 5.79482
H: -2.41785 2.36600 6.19532

Forces on atoms 1 to 6 (eV/Å):
Tc -2.232 -0.575 -0.367
O 0.054 0.451 -0.076
C 0.075 -0.227 -0.632
C -0.016 0.207 0.364
C 0.161 -0.138 -0.062
C -0.176 0.004 -0.095

***

3.
Computed, not measured: C35H39Ge2N2OReSSe as an isolated structure at a distorted geometry, with the ωB97M-V functional and the def2-TZVPD basis.

Calculated values
- spin multiplicity = 3
- Kohn-Sham gap (alpha / beta) (eV) = 5.7 / 5.7
- expectation value of S² = 2.228
- relative energy (zero: lowest compared OMol25 entry of this formula, charge and spin) (kcal/mol) = 28.87
- total charge = +2
- LUMO energy (alpha / beta) (eV) = -7.78 / -7.79

Cartesian coordinates (Å):
Re: -0.43400 1.56070 -0.12511
C: 1.48330 -5.79600 0.39559
C: 1.00860 -4.48130 0.89529
C: -0.07420 -3.82210 0.31219
C: -0.43230 -2.54470 0.68749
C: -1.60160 -1.88210 0.02169
C: 0.28540 -1.90370 1.73189
C: 0.07920 -0.52850 2.05379
O: -0.31680 0.35190 1.26199
C: 1.30100 -2.61860 2.42799
C: 2.06430 -2.02220 3.56649
C: 1.66180 -3.86530 1.96339
H: 0.78150 -6.23910 -0.30551
H: 1.65790 -6.47860 1.22529
H: 2.44160 -5.65970 -0.10931
H: -0.63830 -4.32030 -0.46331
H: -2.24350 -2.63410 -0.43021
H: -1.26030 -1.21480 -0.78031
H: -2.20060 -1.30700 0.73029
H: 0.35140 -0.20100 3.06149
H: 1.42360 -1.46410 4.24429
H: 2.84190 -1.36050 3.18159
H: 2.54860 -2.80500 4.14289
H: 2.47920 -4.38700 2.43749
Se: -0.10410 3.21870 -1.56551
C: 2.30150 2.08810 3.23439
Ge: 3.01290 2.67230 1.46259
C: 4.99800 2.63640 1.42679
C: 2.18200 4.40980 0.99679
Ge: 2.13400 1.10870 -0.45461
C: 2.70190 -0.79970 -0.38701
C: 3.80420 -1.01340 0.43379
C: 4.54990 -2.17190 0.33479
C: 4.21730 -3.12240 -0.61511
C: 3.11220 -2.93110 -1.42881
C: 2.34440 -1.78740 -1.29681
C: 2.79400 1.71850 -2.22501
C: 3.63040 2.82380 -2.33831
C: 4.04510 3.26960 -3.57991
C: 3.61340 2.61990 -4.72531
C: 2.77540 1.52000 -4.62531
C: 2.37320 1.06800 -3.38231
H: 2.60740 2.84880 3.95049
H: 2.70800 1.13630 3.56679
H: 1.21340 2.04650 3.22879
H: 5.34420 3.38620 2.13179
H: 5.39530 2.87520 0.44679
H: 5.39660 1.67580 1.73639
H: 2.54240 5.15900 1.69679
H: 1.09610 4.34750 1.07819
H: 2.43150 4.73280 -0.01011
H: 4.09000 -0.24870 1.14729
H: 5.40440 -2.31020 0.97759
H: 4.81590 -4.00980 -0.73491
H: 2.86430 -3.66240 -2.18471
H: 1.46230 -1.66450 -1.90861
H: 3.96650 3.33540 -1.44551
H: 4.71140 4.11500 -3.65491
H: 3.92940 2.97010 -5.69511
H: 2.44770 1.00790 -5.51671
H: 1.71710 0.21080 -3.30801
S: -6.89700 2.75300 -0.62931
C: -5.24770 2.08920 -0.43831
C: -4.67340 1.85680 0.80789
C: -3.32760 1.54440 0.87429
N: -2.55210 1.41570 -0.20861
C: -3.13900 1.53340 -1.41311
C: -4.45950 1.89400 -1.56901
C: -7.83500 1.21040 -0.54141
C: -8.19450 0.66400 0.67809
C: -8.94940 -0.50370 0.65769
N: -9.31410 -1.07410 -0.46701
C: -8.99080 -0.55340 -1.62661
C: -8.23750 0.61230 -1.72431
H: -5.24830 1.96470 1.71439
H: -2.85250 1.42060 1.83989
H: -2.51470 1.35280 -2.28201
H: -4.86570 2.04890 -2.55611
H: -7.92770 1.13280 1.61119
H: -9.27250 -0.98230 1.57099
H: -9.34130 -1.07310 -2.50731
H: -7.99700 1.03690 -2.68571

Forces on atoms 1 to 6 (eV/Å):
Re 0.027 3.466 -3.141
C -0.066 -0.096 -0.011
C 0.069 0.308 0.152
C -0.208 0.328 -0.010
C -0.014 -0.180 -0.329
C -0.023 -0.029 -0.054

***

no.,E_tot (Ha)
1,-3774.37192
2,-2890.56243
3,-8572.97129